1 | # C6H10O

A cluster of 2 separate species, C6H10O in total (the ωB97M-V functional and the def2-TZVPD basis, the OMol25 dataset).

The geometry in XYZ format:
```
17
Properties=species:S:1:pos:R:3:lowdin_charge:R:1
C -1.184 2.483 -0.230 0.011
C -1.505 1.220 0.016 -0.201
C -0.549 0.219 0.423 -0.148
C 0.395 0.194 1.352 -0.129
C 1.327 -0.884 1.616 -0.217
C 1.939 -1.602 0.717 0.007
H -1.887 3.127 -0.718 0.041
H -0.212 2.949 -0.069 0.065
H -2.486 0.824 -0.102 0.092
H -0.861 -0.686 -0.195 0.125
H 0.628 1.015 2.147 0.145
H 1.457 -1.130 2.691 0.110
H 1.544 -1.771 -0.229 0.035
H 2.710 -2.282 1.007 0.050
O -0.390 -1.288 -2.724 -0.094
H 0.543 -0.836 -2.818 0.103
H -0.856 -0.686 -3.284 0.006
```

Summary:
Structure (SMILES)   C=C/C=C/C=C.O
Net charge   0
Orbital gap   9.2213 eV
Lowest unoccupied orbital energy   0.7 eV


2 | # C6H10O

An isolated molecule of C6H10O (the ωB97M-V functional and the def2-TZVPD basis, the OMol25 dataset).

The geometry in XYZ format:
```
17
Properties=species:S:1:pos:R:3:lowdin_charge:R:1
C -0.174 -0.285 2.097 -0.055
C -0.242 0.037 0.613 -0.276
C -1.426 0.231 0.015 -0.187
O -2.611 -0.254 0.455 0.019
C 0.925 0.367 -0.238 -0.195
C 1.537 -0.392 -1.383 -0.174
C 0.496 0.556 -1.834 -0.117
H -0.068 -1.357 2.315 0.076
H -1.076 0.094 2.615 0.083
H 0.682 0.225 2.567 0.078
H -1.523 0.849 -0.867 0.111
H -2.411 -1.003 1.030 0.098
H 1.728 0.859 0.374 0.140
H 1.343 -1.452 -1.483 0.105
H 2.547 -0.062 -1.585 0.099
H 0.672 1.528 -2.288 0.088
H -0.342 0.061 -2.384 0.108
```

Summary:
Structure (SMILES)   C/C(=C\O)C1CC1
Net charge   0
Orbital gap   8.8205 eV
Lowest unoccupied orbital energy   0.9 eV


Stability summary: most stable 2, least stable 1.


1 | # C6H10O

A cluster of 2 separate species, C6H10O in total (the ωB97M-V functional and the def2-TZVPD basis, the OMol25 dataset).

The geometry in XYZ format:
```
17
Properties=species:S:1:pos:R:3:lowdin_charge:R:1
O 2.358 -0.961 0.831 0.016
C 1.905 -0.588 -0.229 -0.264
C 0.542 -0.018 -0.327 -0.226
C -0.118 1.125 -0.123 -0.041
C -1.614 0.848 -0.078 -0.179
C -1.633 -0.658 0.220 -0.189
C -0.429 -1.166 -0.562 -0.154
H 2.397 -0.858 -1.187 0.133
H 0.287 2.127 0.009 0.099
H -2.091 1.055 -1.047 0.113
H -2.135 1.441 0.681 0.108
H -1.411 -0.809 1.284 0.122
H -2.564 -1.170 -0.028 0.108
H -0.049 -2.133 -0.218 0.119
H -0.628 -1.249 -1.640 0.126
H 2.574 1.167 1.354 0.048
H 2.609 1.847 1.060 0.063
```

Summary:
Structure (SMILES)   O=CC1=CCCC1.[H][H]
Net charge   0
Orbital gap   10.5243 eV
Lowest unoccupied orbital energy   1.0 eV


2 | # C6H10O

A cluster of 2 separate species, C6H10O in total (the ωB97M-V functional and the def2-TZVPD basis, the OMol25 dataset).

The geometry in XYZ format:
```
17
Properties=species:S:1:pos:R:3:lowdin_charge:R:1
C -2.065 -0.549 0.270 -0.028
C -0.847 -0.017 -0.468 -0.324
O -0.522 1.310 0.038 -0.076
C 0.808 1.541 -0.082 -0.166
C 1.508 0.223 -0.036 -0.227
C 1.084 -0.761 1.029 -0.058
C 0.441 -0.807 -0.323 -0.190
H -2.903 0.149 0.187 0.083
H -1.846 -0.704 1.330 0.080
H -2.382 -1.508 -0.155 0.086
H -1.076 0.110 -1.536 0.151
H 1.220 2.066 -1.566 0.148
H 1.199 2.499 -0.449 0.025
H 2.505 0.180 -0.448 0.134
H 0.508 -0.412 1.882 0.111
H 1.798 -1.548 1.262 0.107
H 0.620 -1.639 -0.998 0.144
```

Summary:
Net charge   0
Orbital gap   8.9714 eV
Lowest unoccupied orbital energy   1.0 eV


Stability summary: most stable 1, least stable 2.


1 | # C6H13N

An isolated molecule of C6H13N (the ωB97M-V functional and the def2-TZVPD basis, the OMol25 dataset).

The geometry in XYZ format:
```
20
Properties=species:S:1:pos:R:3:lowdin_charge:R:1
C 1.404 2.091 -0.607 -0.090
C -0.122 1.643 -0.452 -0.219
C -0.276 0.797 0.823 -0.213
C -0.397 -0.628 0.496 -0.336
C -1.764 -1.258 0.543 -0.064
C 0.697 -1.381 0.210 -0.144
N 0.640 -2.725 -0.271 0.013
H 1.993 2.373 0.259 0.060
H 1.827 1.317 -1.194 0.037
H 1.218 3.035 -1.244 0.089
H -0.305 1.129 -1.345 0.082
H -0.700 2.460 -0.688 0.060
H 0.473 1.001 1.635 0.116
H -0.972 1.206 1.650 0.133
H -1.699 -2.398 0.450 0.090
H -2.503 -0.798 -0.138 0.084
H -2.294 -1.042 1.456 0.062
H 1.666 -0.949 0.184 0.101
H -0.220 -2.973 -0.762 0.062
H 1.334 -2.901 -1.005 0.076
```

Summary:
Structure (SMILES)   CCC/C(C)=C/N
Net charge   0
Orbital gap   8.9001 eV
Lowest unoccupied orbital energy   1.0 eV


2 | # C6H13N

An isolated molecule of C6H13N (the ωB97M-V functional and the def2-TZVPD basis, the OMol25 dataset).

The geometry in XYZ format:
```
20
Properties=species:S:1:pos:R:3:lowdin_charge:R:1
C 2.938 -0.207 -0.003 -0.120
C 1.488 -0.664 -0.129 -0.254
C 0.593 0.332 -0.864 -0.239
N -0.793 -0.083 -0.728 -0.095
C -1.817 0.939 -0.847 -0.111
C -1.461 0.368 0.478 -0.358
C -2.312 -0.632 1.217 -0.059
H 3.002 0.761 0.507 0.070
H 3.418 -0.102 -0.982 0.072
H 3.523 -0.927 0.580 0.068
H 1.431 -1.630 -0.644 0.110
H 1.066 -0.824 0.872 0.105
H 0.847 0.365 -1.931 0.123
H 0.756 1.351 -0.460 0.117
H -2.732 0.632 -1.350 0.104
H -1.502 1.963 -1.054 0.105
H -0.874 1.034 1.117 0.137
H -3.035 -0.132 1.871 0.073
H -2.855 -1.266 0.511 0.079
H -1.681 -1.279 1.838 0.071
```

Summary:
Structure (SMILES)   CCCN1C[C@H]1C
Net charge   0
Orbital gap   10.3280 eV
Lowest unoccupied orbital energy   1.2 eV


Stability summary: most stable 2, least stable 1.


1 | # C6H13N

A cluster of 2 separate species, C6H13N in total (the ωB97M-V functional and the def2-TZVPD basis, the OMol25 dataset).

The geometry in XYZ format:
```
20
Properties=species:S:1:pos:R:3:lowdin_charge:R:1
C -0.633 0.807 1.895 -0.304
C -0.663 0.520 0.450 -0.052
C 0.382 -0.129 -0.231 -0.334
C 1.520 -0.572 0.371 0.101
C 0.249 -0.374 -1.726 -0.223
C -0.065 -1.831 -2.100 -0.093
N 0.374 1.779 2.412 -0.008
H -1.593 1.216 2.226 0.096
H -0.473 -0.117 2.457 0.118
H -1.699 0.801 -0.071 -0.068
H -2.555 1.483 0.000 0.103
H 2.165 -1.211 -0.212 0.072
H 1.662 -0.500 1.438 0.066
H -0.564 0.246 -2.104 0.101
H 1.139 -0.047 -2.262 0.109
H -1.122 -2.068 -2.006 0.072
H 0.508 -2.532 -1.495 0.067
H 0.191 -1.955 -3.155 0.071
H 1.194 1.771 1.811 0.045
H -0.017 2.712 2.304 0.061
```

Summary:
Net charge   0
Orbital gap   5.3151 eV
Lowest unoccupied orbital energy   -1.9 eV


2 | # C6H13N

A cluster of 2 separate species, C6H13N in total (the ωB97M-V functional and the def2-TZVPD basis, the OMol25 dataset).

The geometry in XYZ format:
```
20
Properties=species:S:1:pos:R:3:lowdin_charge:R:1
C 1.682 0.682 -0.786 -0.071
C 0.387 0.051 -1.316 -0.582
C -0.823 0.454 -0.394 -0.177
C -0.512 0.153 1.022 0.057
C -0.615 -0.927 1.729 -0.175
C -0.839 -1.053 3.218 -0.086
N 0.046 0.078 -2.632 0.079
H 1.831 0.447 0.265 0.057
H 1.660 1.775 -0.827 0.074
H 2.594 0.359 -1.282 0.074
H 0.518 -1.017 -1.046 0.124
H -0.986 1.530 -0.448 0.118
H -1.665 -0.209 -0.581 0.119
H 1.767 2.142 -3.946 0.009
H -0.752 -1.857 1.177 0.127
H -0.195 -1.839 3.604 0.073
H -1.892 -1.215 3.407 0.074
H -0.623 -0.100 3.698 0.073
H 1.501 1.626 -4.406 0.011
H -0.669 0.773 -2.871 0.024
```

Summary:
Net charge   0
Orbital gap   4.8645 eV
Lowest unoccupied orbital energy   -2.2 eV


3 | # C6H13N

An isolated molecule of C6H13N (the ωB97M-V functional and the def2-TZVPD basis, the OMol25 dataset).

The geometry in XYZ format:
```
20
Properties=species:S:1:pos:R:3:lowdin_charge:R:1
C -0.225 -2.777 2.678 -0.012
C -0.014 -1.630 2.058 -0.199
C -0.622 -1.150 0.753 -0.205
C -0.332 0.319 0.552 -0.257
N -0.575 0.885 -0.772 -0.085
C 0.517 1.109 -1.711 -0.302
C 0.587 2.487 -2.344 -0.101
H 0.464 -3.008 3.482 0.051
H -0.879 -3.534 2.261 0.059
H 0.654 -0.904 2.515 0.095
H -0.194 -1.776 -0.029 0.116
H -1.682 -1.430 0.778 0.116
H -0.829 0.912 1.320 0.112
H 0.742 0.472 0.718 0.107
H -1.276 0.278 -1.176 0.096
H 1.450 0.913 -1.182 0.102
H 0.425 0.327 -2.469 0.107
H 1.561 2.648 -2.804 0.067
H 0.463 3.256 -1.581 0.069
H -0.237 2.606 -3.047 0.066
```

Summary:
Structure (SMILES)   C=CCCNCC
Net charge   0
Orbital gap   9.7739 eV
Lowest unoccupied orbital energy   1.2 eV


Stability summary: most stable 3, least stable 2.